1.
Formula: C29H32F6N3O8PS3Si2W
Source: OMol25
Level of theory: ωB97M-V/def2-TZVPD

Energy = -127123.2614 eV
Multiplicity = 2
⟨S²⟩ = 0.76
Highest occupied orbital energy (alpha / beta) = -10.84 / -11.17 eV
Energy relative to the best compared isomer or geometry (same formula, charge and spin) = 88.4 kcal per mole
Max |F| = 0.95 eV Å⁻¹
Total charge = +1

XYZ file:
```
85
Properties=species:S:1:pos:R:3:forces:R:3:lowdin_charge:R:1
C 4.310 -3.431 3.208 0.00 0.03 0.04 -0.0331
C -4.256 -1.849 1.046 -0.05 -0.01 0.02 -0.0849
C 4.050 -2.472 4.168 0.00 -0.04 -0.05 -0.0324
C 3.676 -3.364 1.976 0.02 -0.01 -0.03 -0.0315
O 3.812 5.986 0.523 -0.03 0.03 0.00 -0.0273
Si -1.537 -1.146 1.184 -0.07 -0.02 -0.22 0.7726
N 1.628 1.673 -0.594 -0.03 -0.05 0.21 0.0124
F 1.799 -2.769 -4.324 -0.02 0.02 0.00 -0.0877
S 2.196 -2.335 0.030 -0.01 -0.17 0.25 0.6361
H -2.833 0.905 1.827 0.01 -0.08 0.00 0.0345
C 2.945 1.729 -0.790 0.00 -0.01 -0.16 -0.0621
H -2.549 -0.315 -3.634 0.03 0.01 0.02 0.0404
H 1.273 4.365 1.379 0.02 0.01 0.00 0.1380
O 1.813 1.109 3.147 0.00 -0.07 -0.04 -0.4030
H -0.801 -2.035 3.359 0.02 -0.01 -0.03 0.0738
C -0.758 -3.665 -2.347 -0.01 0.00 0.06 -0.1514
C 3.146 3.674 0.591 -0.01 0.01 -0.01 -0.1450
H -0.252 -4.072 -1.475 -0.01 0.00 0.00 0.0316
O 2.489 -0.956 -0.498 0.12 -0.11 -0.01 -0.4064
C -5.382 -2.803 -0.849 0.02 0.00 -0.02 -0.0564
H -3.212 6.542 1.472 0.01 0.00 -0.01 0.1063
H -1.094 -1.060 -4.335 0.02 0.00 0.00 0.0238
H -4.157 2.406 -0.547 -0.01 0.01 0.00 0.1383
H -0.062 -3.642 -3.182 0.05 0.00 0.01 0.0323
F 3.392 -1.289 -5.276 0.00 0.01 -0.04 -0.0352
H 5.014 -4.229 3.399 0.01 0.00 0.01 0.1197
N -0.969 1.424 -0.282 -0.02 -0.41 0.20 -0.0478
H 3.901 -4.089 1.208 -0.01 0.00 0.00 0.1192
O -2.687 5.750 1.323 0.00 0.00 0.01 -0.0395
N -0.094 0.692 -2.422 0.11 -0.33 -0.16 -0.1503
H 5.001 4.468 1.328 0.00 0.02 -0.03 0.1281
H 2.916 -0.720 4.660 0.00 0.01 0.00 0.1159
O 0.676 -2.294 -0.061 0.06 -0.01 0.05 -0.5266
C 1.040 2.640 0.140 0.04 -0.28 0.09 -0.1832
C -2.571 3.633 0.272 0.02 -0.03 -0.02 -0.1421
C 3.727 2.722 -0.228 0.05 -0.03 0.01 0.0423
H 4.283 5.927 -0.316 0.00 -0.01 0.01 0.0994
C -0.428 2.557 0.181 -0.03 0.33 -0.04 -0.1698
Si -1.534 -2.004 -2.089 0.06 -0.03 -0.12 0.7053
H -0.210 -4.010 1.437 0.01 0.00 -0.01 0.0904
C 1.766 3.632 0.757 -0.01 0.05 -0.06 0.0730
C -3.061 -2.145 -1.028 0.00 0.12 0.05 -0.3129
C -2.282 1.416 -0.564 0.07 -0.02 -0.02 -0.1298
H -2.007 -3.021 2.555 -0.02 0.00 0.02 0.0963
C 3.131 -1.465 3.904 -0.02 0.06 0.04 -0.0622
C -1.027 -2.536 2.416 0.02 0.15 -0.01 -0.3059
H -2.592 -1.979 -4.225 -0.02 0.00 0.01 0.0546
C -2.056 0.289 2.276 0.03 -0.10 0.08 -0.1686
H -4.327 4.485 1.111 0.01 0.00 0.01 0.1373
O -0.012 -3.492 2.223 -0.08 -0.05 0.02 -0.0920
C -1.970 -1.234 -3.715 -0.02 0.00 0.00 -0.1758
C 3.955 4.773 1.236 -0.01 -0.02 0.01 -0.1993
H -4.291 -1.521 2.079 0.00 -0.01 0.01 0.1064
S -0.563 2.312 -4.611 0.03 -0.07 0.12 0.7304
C -5.402 -2.380 0.473 0.03 0.02 0.01 -0.0577
H -0.745 4.568 0.855 -0.03 0.01 0.01 0.1250
C 2.765 -2.349 1.709 0.01 -0.02 -0.07 -0.2353
P 2.419 -1.340 -4.075 0.19 0.01 -0.13 0.2882
C -4.220 -2.681 -1.597 -0.04 0.00 -0.02 -0.0756
H -6.273 -3.219 -1.299 0.00 0.00 -0.01 0.1137
H -1.590 -4.332 -2.599 -0.01 0.00 -0.01 0.0549
O 0.868 -0.005 1.177 -0.72 0.03 -0.02 -0.6892
H -3.766 5.250 -0.383 -0.01 -0.01 0.01 0.1436
C -3.435 4.823 0.572 -0.02 0.00 -0.02 -0.1956
C 2.481 -1.387 2.684 -0.05 0.00 -0.03 -0.2786
H 4.551 -2.503 5.126 0.00 -0.01 0.00 0.1194
H -1.242 0.930 2.600 0.03 0.07 0.02 0.0215
F 3.415 -1.971 -3.033 0.01 -0.02 0.02 -0.0889
W 0.494 -0.287 -0.774 0.28 0.76 -0.49 1.7216
H 3.571 4.967 2.237 0.02 -0.02 0.01 0.1326
H -4.225 -3.007 -2.631 -0.01 0.00 -0.01 0.1074
H -2.679 0.513 -0.999 -0.01 -0.09 -0.01 0.0964
C -3.106 2.483 -0.302 0.01 0.05 -0.09 0.0211
S 1.169 -0.130 2.716 0.42 0.09 0.21 0.8803
O 2.763 -3.449 -0.632 0.04 0.06 -0.06 -0.1979
F 2.745 0.093 -3.463 -0.03 0.07 0.02 -0.1153
H -2.480 -0.160 3.181 0.03 -0.03 0.01 0.0601
C -0.275 1.382 -3.369 -0.11 0.19 -0.03 -0.9091
H 4.793 2.717 -0.412 0.00 0.01 -0.01 0.1321
F 1.088 -1.418 -2.422 -0.50 0.02 0.34 -0.4456
C -3.079 -1.735 0.302 0.10 -0.03 -0.04 -0.3251
H 3.379 0.959 -1.411 -0.02 -0.02 0.04 0.1089
H -6.311 -2.462 1.055 0.00 0.00 0.01 0.1129
C -1.206 3.663 0.492 0.04 -0.03 0.02 0.0887
F 1.170 -0.699 -4.803 -0.01 -0.04 0.05 -0.1103
```
Forces are in eV/Å.

2.
Formula: C29H32FeN2P2S2
Source: OMol25
Level of theory: ωB97M-V/def2-TZVPD

Energy = -108208.6698 eV
Multiplicity = 5
⟨S²⟩ = 6.02
Highest occupied orbital energy (alpha / beta) = -7.03 / -7.69 eV
Energy relative to the best compared isomer or geometry (same formula, charge and spin) = 7.4 kcal per mole
Max |F| = 1.88 eV Å⁻¹

XYZ file:
```
68
Properties=species:S:1:pos:R:3:forces:R:3:nbo_charge:R:1
S 0.477 3.196 -0.769 -0.48 0.86 -0.16 -0.6645
H 2.875 -2.801 -4.246 0.00 0.00 0.01 0.2134
C -3.357 1.058 -0.150 0.00 -0.07 0.04 -0.1966
C -2.701 1.632 2.480 -0.04 -0.03 -0.02 -0.2193
H -3.618 0.823 -1.175 -0.01 0.01 0.00 0.2254
H -2.065 -1.823 -2.360 -0.01 0.00 -0.01 0.2174
C 0.977 -3.694 -1.008 0.01 0.02 -0.01 -0.2107
C 1.625 -2.070 -2.664 -0.02 -0.02 -0.01 -0.2091
C -1.593 -1.869 -0.264 -0.04 0.00 -0.07 -0.4177
C -2.064 -2.164 1.007 -0.01 0.00 0.02 -0.1961
P -0.872 1.668 -1.213 -0.91 0.52 -0.05 1.4052
C 2.344 -3.051 -3.337 -0.01 0.02 0.00 -0.2138
H -2.676 1.749 -5.797 0.00 0.00 0.00 0.2129
C 5.493 1.787 3.107 0.00 0.01 -0.02 -0.6201
H -3.715 -2.881 2.174 0.01 0.01 -0.01 0.2127
C 1.691 -4.671 -1.682 -0.01 0.01 0.00 -0.2039
Fe 1.274 1.343 0.126 0.77 -1.71 0.21 1.1925
N 3.801 0.572 1.827 0.10 0.03 0.00 -0.4780
C -2.657 3.505 -2.358 0.03 0.04 0.05 -0.1211
C -4.172 -2.865 0.081 0.00 0.00 -0.01 -0.2074
H -4.000 4.919 -3.241 0.01 -0.01 0.00 0.2143
C -3.422 3.390 -4.635 0.02 -0.02 0.02 -0.2021
H 6.146 1.719 2.236 0.00 0.00 0.01 0.2219
S 0.953 -0.867 1.222 0.00 0.20 -0.04 -0.7347
H 5.917 -0.819 2.343 0.00 0.00 0.01 0.2238
C -3.415 4.022 -3.395 -0.01 -0.02 0.00 -0.2321
H 3.242 -0.273 1.754 -0.03 -0.01 -0.01 0.3835
C 5.261 -0.701 3.205 0.02 -0.02 0.00 -0.6082
H -4.014 3.799 -5.444 0.01 -0.01 0.00 0.2132
C 2.377 -4.348 -2.847 0.00 -0.01 0.00 -0.2040
C -1.782 1.867 1.468 -0.03 0.02 -0.02 -0.1340
H 4.564 -1.543 3.225 0.01 0.01 -0.01 0.2143
C -2.426 -2.072 -1.368 0.04 -0.02 0.03 -0.1303
H 2.529 2.060 2.418 -0.03 -0.10 0.04 0.3587
C -3.947 1.100 2.179 0.01 0.01 0.04 -0.2085
N 2.931 1.666 1.566 0.05 0.37 -0.34 -0.7383
C -3.706 -2.571 -1.197 0.01 0.00 0.01 -0.2354
H 1.714 -5.684 -1.301 0.00 0.01 0.00 0.2121
H -4.345 -2.727 -2.058 0.01 0.00 0.01 0.2143
H -2.646 3.999 -1.393 0.00 -0.01 -0.01 0.2165
H -0.819 2.291 1.717 0.03 0.04 -0.03 0.2004
H 5.862 -0.737 4.114 -0.01 -0.01 -0.01 0.2129
C -0.062 0.260 -1.547 0.79 0.35 0.55 -1.5516
H 4.102 0.656 5.248 -0.01 0.01 -0.02 0.2222
H -1.318 0.823 -3.922 0.01 0.01 -0.01 0.2380
C -2.672 2.241 -4.833 -0.02 -0.01 0.02 -0.2016
C 0.943 -2.390 -1.498 0.02 -0.07 0.08 -0.3073
C -1.906 2.350 -2.555 0.33 -0.22 -0.13 -0.4073
C -4.273 0.812 0.862 0.00 0.02 -0.07 -0.1993
H -1.426 -1.988 1.864 0.00 0.00 0.01 0.2361
H -4.663 0.913 2.969 0.00 0.00 0.00 0.2125
C 3.550 0.745 4.310 0.00 -0.02 0.02 -0.6375
H 3.041 1.712 4.342 0.00 -0.01 0.00 0.1950
C 4.508 0.622 3.119 -0.05 -0.04 0.02 0.0965
H -5.175 -3.249 0.217 0.01 0.00 -0.01 0.2126
H 4.978 2.751 3.082 0.01 -0.01 -0.01 0.2006
C -2.098 1.582 0.142 -0.08 -0.06 0.07 -0.4287
C -1.914 1.720 -3.790 0.00 -0.03 -0.03 -0.1932
H 2.936 -5.111 -3.374 0.00 0.00 0.00 0.2119
H -2.445 1.866 3.506 0.00 0.00 -0.01 0.2107
P 0.037 -1.110 -0.588 -0.55 -0.12 -0.22 1.4145
H 1.576 -1.052 -3.031 0.01 -0.01 0.00 0.2464
H 6.108 1.772 4.008 -0.02 0.00 -0.01 0.2170
H 3.488 2.400 1.139 0.00 0.05 0.06 0.3769
H 2.796 -0.044 4.281 0.01 0.01 0.00 0.2208
H -5.242 0.392 0.620 0.01 0.00 -0.01 0.2157
C -3.352 -2.661 1.178 0.04 0.01 0.00 -0.2018
H 0.442 -3.942 -0.098 0.01 0.00 0.00 0.2215
```
Forces are in eV/Å.